Entry 1:
Computed, not measured: C24H18N2O4S in the gas phase, with ωB97M-V/def2-TZVPD.

As for the SMILES: O=C(Cc1coc2cc3c(cc12)CCC3)OCc1cc(=O)n2c(n1)sc1ccccc12.

XYZ file:
```
49
Properties=species:S:1:pos:R:3:forces:R:3:lowdin_charge:R:1
O 3.51521 1.87631 1.67527 -0.069 0.061 0.041 0.126
C 3.89571 1.40383 0.64047 0.337 -0.133 0.223 -0.489
C 4.54477 0.04592 0.48201 -0.232 -0.023 -0.045 -0.015
C 3.50700 -0.83403 -0.14455 0.279 -0.388 -0.535 -0.157
C 3.61222 -1.56677 -1.28198 0.321 0.531 0.659 -0.039
O 2.47423 -2.23374 -1.57949 -0.205 -0.317 -0.429 0.074
C 1.58082 -1.92049 -0.61349 -0.233 0.455 0.912 -0.210
C 0.27613 -2.38359 -0.49485 0.346 -0.028 -0.200 0.066
C -0.43073 -1.93035 0.59633 0.098 0.106 0.014 -0.179
C 0.12855 -1.03852 1.52528 -0.084 0.001 -0.074 -0.180
C 1.41878 -0.57894 1.41000 0.060 -0.067 -0.126 0.056
C 2.16256 -1.03823 0.31987 -0.277 -0.442 -0.298 -0.109
C -0.84800 -0.74260 2.62652 -0.024 0.033 0.190 -0.121
C -2.18035 -1.32609 2.12558 -0.069 0.016 0.040 -0.152
C -1.81764 -2.32346 1.01226 -0.134 -0.142 -0.020 -0.118
O 3.73319 1.98151 -0.56043 0.277 0.026 -0.322 0.008
C 2.74868 3.00775 -0.63731 -0.192 0.293 0.165 -0.088
C 1.40492 2.35805 -0.84917 -0.053 -0.485 -0.375 -0.233
C 1.23617 1.37236 -1.77446 0.160 0.275 0.095 0.077
C -0.01742 0.69901 -1.94390 0.126 0.164 0.047 -0.390
O -0.27257 -0.16890 -2.74883 -0.086 -0.190 -0.203 0.076
N -1.01319 1.17197 -1.04219 0.463 0.176 0.014 0.100
C -0.72779 2.17058 -0.15835 0.284 0.251 0.072 -0.559
N 0.40961 2.76919 -0.03395 -0.258 0.371 0.459 0.124
S -2.09303 2.60742 0.82521 -0.175 -0.173 -0.103 1.127
C -3.07329 1.41849 -0.01025 0.226 0.058 -0.104 -0.463
C -4.41179 1.13634 0.20287 0.163 0.036 -0.043 -0.095
C -5.00248 0.14572 -0.56028 -0.056 -0.022 0.023 -0.079
C -4.26710 -0.54557 -1.51534 -0.051 0.048 0.075 -0.072
C -2.93057 -0.26552 -1.73409 0.147 -0.071 -0.142 0.001
C -2.32848 0.72849 -0.97478 -0.854 -0.167 0.149 -0.204
H 5.41548 0.11209 -0.16881 0.045 0.036 0.045 0.131
H 4.83322 -0.32670 1.46612 0.020 0.123 -0.050 0.135
H 4.43790 -1.70323 -1.95363 0.076 -0.054 -0.146 0.134
H -0.14449 -3.06014 -1.22039 -0.081 -0.100 -0.124 0.132
H 1.84364 0.10363 2.12908 0.046 0.088 0.101 0.119
H -0.52207 -1.23968 3.54379 -0.014 0.034 0.064 0.118
H -0.91692 0.32503 2.83982 0.009 0.003 0.064 0.103
H -2.80522 -0.53199 1.71750 0.003 -0.026 0.016 0.082
H -2.73896 -1.80399 2.92884 -0.073 0.039 0.000 0.107
H -1.80034 -3.34737 1.39544 -0.055 -0.042 -0.017 0.120
H -2.52522 -2.29173 0.18325 -0.021 -0.067 0.017 0.100
H 2.72868 3.59429 0.28549 -0.010 -0.067 -0.212 0.128
H 3.02293 3.63681 -1.48668 0.003 -0.078 0.107 0.139
H 2.04695 1.05944 -2.41141 0.066 -0.085 -0.054 0.134
H -4.96793 1.67894 0.94997 -0.110 0.047 0.089 0.111
H -6.04437 -0.09034 -0.40963 -0.104 -0.023 0.015 0.105
H -4.74486 -1.31645 -2.09989 -0.034 -0.071 -0.061 0.108
H -2.35253 -0.79477 -2.47282 -0.003 -0.011 -0.014 0.109
```
Positions in Å, forces in eV/Å.

---

Entry 2:
Computed, not measured: a molecular structure, C24H18N6O6PdS, with ωB97M-V/def2-TZVPD.

The charge is -2.

XYZ file:
```
56
Properties=species:S:1:pos:R:3:forces:R:3:lowdin_charge:R:1
Pd -0.22007 0.12547 -0.15712 0.242 -0.163 0.401 0.608
O -0.01219 -2.86613 6.53284 -0.004 -0.031 -0.024 -0.082
C 0.04135 -1.64051 6.29157 0.002 0.020 0.034 -0.705
O 0.37539 -0.70141 7.03863 0.007 0.015 0.000 -0.063
C -0.35291 -1.23738 4.84735 -0.019 -0.001 -0.062 -0.121
C -0.72424 -2.20803 3.92025 0.014 0.058 0.067 -0.026
C -1.03959 -1.82272 2.62842 -0.024 -0.066 -0.045 -0.144
N -0.98854 -0.55980 2.20543 0.016 0.069 -0.007 0.068
C -0.61874 0.37789 3.08065 0.054 -0.026 0.013 -0.229
C -0.31212 0.08098 4.40759 0.024 -0.066 0.044 0.023
C -0.42869 1.79682 2.52835 -0.149 0.069 0.000 -0.649
O 0.28620 2.55822 3.18357 0.006 0.013 0.006 -0.003
O -1.03561 2.05515 1.43751 0.073 0.014 -0.010 -0.128
H -0.74924 -3.24146 4.23937 -0.015 -0.009 -0.022 0.100
H -1.33561 -2.55332 1.88004 0.009 0.001 0.007 0.095
H -0.00116 0.86297 5.08468 0.003 0.019 -0.014 0.119
N 3.59144 -0.40526 -2.24928 -0.019 0.009 -0.103 0.165
C 3.19099 0.11813 -3.46354 -0.005 -0.018 0.062 -0.198
C 3.47887 -0.22226 -4.77915 -0.006 0.013 -0.004 -0.040
C 2.87943 0.54068 -5.76578 -0.007 0.007 0.013 -0.119
C 2.02424 1.60644 -5.44636 0.021 -0.025 -0.024 -0.110
C 1.74436 1.93690 -4.13447 0.002 0.016 0.015 -0.013
C 2.33763 1.18037 -3.12773 -0.035 -0.010 -0.006 -0.229
N 2.20518 1.28564 -1.75362 0.268 -0.107 -0.056 0.185
C 2.93986 0.32264 -1.28013 -0.220 0.122 0.180 -0.286
C 3.07836 -0.02478 0.14160 -0.178 0.013 -0.167 -0.319
C 4.24490 -0.30929 0.77598 0.101 0.033 -0.040 -0.375
S 3.93608 -0.67594 2.41377 -0.081 -0.041 0.021 1.033
C 2.25496 -0.45071 2.13194 0.090 -0.034 0.078 -0.406
N 1.94664 -0.11198 0.92004 0.007 0.001 -0.061 0.023
H 4.01351 -1.30286 -2.09216 0.004 0.009 0.005 0.155
H 4.13084 -1.05083 -5.02651 0.001 -0.004 -0.001 0.098
H 3.06750 0.30336 -6.80554 -0.006 0.007 -0.006 0.088
H 1.56446 2.17076 -6.24788 0.003 -0.003 -0.008 0.090
H 1.07045 2.74348 -3.87907 -0.001 0.002 0.009 0.112
H 5.24188 -0.26973 0.36968 0.004 0.005 -0.010 0.067
H 1.54645 -0.59545 2.93518 -0.055 0.030 -0.022 0.067
O -3.89489 2.63618 1.89658 0.105 -0.001 -0.116 -0.055
C -4.06405 2.65074 0.49531 0.074 0.009 0.061 -0.261
N -3.30155 1.61066 -0.14357 -0.028 0.051 0.102 0.085
C -3.87679 0.52114 -0.70697 0.008 -0.099 0.053 -0.459
O -5.08803 0.36331 -0.84404 0.001 0.023 -0.034 0.016
C -2.86950 -0.46703 -1.18466 0.176 0.013 -0.080 -0.157
C -3.11707 -1.80535 -1.17378 -0.029 -0.040 -0.005 -0.054
C -2.08628 -2.69834 -1.54590 -0.016 0.013 0.015 -0.122
C -0.86923 -2.18375 -1.91333 -0.024 -0.005 0.007 -0.221
N -0.59655 -0.86389 -2.05659 -0.017 0.132 0.034 -0.049
C -1.57967 0.01113 -1.62990 -0.060 -0.111 -0.214 -0.314
H -2.93045 2.55474 2.03422 -0.100 0.013 0.036 0.060
H -3.74076 3.61884 0.09071 -0.002 -0.011 0.025 0.116
H -5.11631 2.49080 0.26818 -0.006 0.009 0.047 0.113
H -2.34270 1.51787 0.21798 -0.162 0.064 -0.168 0.078
H -4.08685 -2.16139 -0.84774 -0.001 -0.001 0.003 0.108
H -2.23346 -3.77040 -1.51963 -0.011 -0.001 0.002 0.077
H -0.04922 -2.85362 -2.16120 0.013 0.009 -0.012 0.084
H -1.52889 1.01231 -2.06175 -0.046 -0.007 -0.019 0.101
```
Positions in Å, forces in eV/Å.

---

Calculated largest force on an atom, 1.0; 0.5 eV/A (same order as the records).
Calculated ΔE to the lowest compared entry with this formula, charge and spin, 0.00; 0.00 kJ/mol (same order as the records).